8
Properties=species:S:1:pos:R:3 method="wB97M-V/def2-TZVPD" charge=0 homo_ev=-8.588 e_above_lowest_kcal_mol=32.5 orbital_gap_ev=7.7920 smiles="CSC(=S)Cl"
C -1.371 0.212 -0.531
C 1.174 -0.046 0.517
S -3.164 -0.143 -0.489
S -0.611 0.209 1.021
Cl -0.601 0.215 -1.957
H 1.450 -0.573 -0.484
H 1.414 -0.675 1.359
H 1.710 0.802 0.564



21
Properties=species:S:1:pos:R:3 method="wB97M-V/def2-TZVPD" charge=0 homo_ev=-8.756 e_above_lowest_kcal_mol=29.7 orbital_gap_ev=9.5993 smiles=CCCCSC.O
C -1.415 1.859 1.495
C -1.114 0.693 0.584
C 0.198 0.635 -0.215
C 1.290 -0.433 0.218
S 0.555 -2.081 0.413
C 1.179 -2.660 -1.209
H -0.443 2.306 1.762
H -1.882 1.557 2.377
H -1.971 2.605 0.951
H -1.077 -0.235 1.191
H -2.015 0.569 -0.025
H -0.076 0.130 -1.128
H 0.719 1.656 -0.149
H 1.853 -0.170 1.142
H 2.146 -0.486 -0.536
H 0.544 -2.151 -2.029
H 2.313 -2.665 -1.336
H 1.025 -3.765 -1.347
H -0.835 2.524 -0.992
H -1.932 3.308 -1.489
O -1.010 3.443 -1.279



47
Properties=species:S:1:pos:R:3 method="wB97M-V/def2-TZVPD" charge=-1 homo_ev=-5.025 orbital_gap_ev=7.4401
C -5.174 -2.738 1.550
C -4.878 -1.287 2.218
O -5.741 -0.899 3.062
O -3.722 -0.558 1.849
C -3.990 0.859 1.662
C -3.471 1.415 0.218
F -4.131 2.712 0.077
N -3.874 0.499 -0.875
C -5.342 0.268 -0.922
C -5.901 0.042 -2.432
O -6.891 0.712 -2.795
Cl -5.185 -1.175 -3.597
C -1.884 1.748 0.236
O -1.029 1.176 -0.516
O -1.442 2.695 1.168
H -4.271 -3.424 1.735
H -5.365 -2.672 0.426
H -6.135 -3.181 2.013
H -5.106 1.133 1.701
H -3.481 1.470 2.501
H -3.423 -0.418 -0.727
H -5.663 -0.692 -0.351
H -5.971 1.112 -0.466
C 4.354 2.156 -2.415
C 3.337 1.105 -2.059
O 3.442 -0.059 -2.438
N 2.279 1.478 -1.295
C 1.981 2.787 -0.756
H 5.139 1.709 -3.027
H 3.882 2.956 -2.988
H 4.811 2.558 -1.508
H 1.638 0.721 -1.096
H 1.929 2.705 0.331
H 1.008 3.098 -1.137
H 2.732 3.529 -1.027
C 5.570 -0.861 2.041
C 6.127 -2.238 1.799
O 6.901 -2.776 2.583
N 5.746 -2.888 0.666
C 4.849 -2.427 -0.374
H 5.963 -0.471 2.980
H 5.869 -0.188 1.235
H 4.481 -0.904 2.114
H 6.159 -3.805 0.572
H 4.018 -3.131 -0.446
H 5.397 -2.420 -1.318
H 4.462 -1.430 -0.174



17
Properties=species:S:1:pos:R:3 method="wB97M-V/def2-TZVPD" charge=0 homo_ev=-9.207 e_above_lowest_kcal_mol=63.5 orbital_gap_ev=10.0358 smiles="CN(C)C(=O)CN"
N 0.135 1.825 -1.651
C 0.532 0.446 -1.615
C -0.133 -0.607 -0.785
N -0.082 -0.454 0.585
C -0.418 -1.689 1.337
C 0.152 0.679 1.576
O -0.594 -1.634 -1.292
H -0.938 1.841 -1.721
H 0.402 2.238 -2.615
H 1.627 0.234 -1.510
H 0.203 0.095 -2.540
H -0.008 -2.646 0.972
H -0.172 -1.585 2.380
H -1.565 -1.825 1.293
H -0.674 0.894 2.285
H 0.455 1.606 0.934
H 1.077 0.581 2.368